Entry 1:
27
Properties=species:S:1:pos:R:3:forces:R:3 method="wB97M-V/def2-TZVPD" e_tot_ev=-12676.203 largest_force_ev_per_a=2.7 gap_ev=9.14 de_lowest_ev=1.5215 smiles=CCc1ccc(O)cc1.CC homo_energy_ev=-8.3
C 0.92038 1.23067 3.07372 1.32 0.12 -0.10
C 0.78732 0.01737 2.11875 -2.07 1.66 0.65
C 1.02686 0.34149 0.66435 1.86 -1.06 0.94
C 0.17517 1.16922 -0.03480 -0.21 -0.31 0.05
C 0.21477 1.25784 -1.42267 0.39 1.57 0.67
C 1.28983 0.70893 -2.08795 -0.27 -0.87 0.16
O 1.50812 0.78587 -3.43132 -0.34 0.14 -0.65
C 2.20818 -0.05024 -1.36727 0.34 0.06 -0.76
C 2.13194 -0.20948 0.00188 -0.67 0.04 -0.90
H 1.85389 1.18149 3.64132 -0.07 -0.33 0.23
H 0.10287 1.31411 3.78731 -0.02 0.14 -0.14
H 1.10391 2.15834 2.52233 -0.72 -0.01 -0.06
H 1.14159 -0.86409 2.61403 1.26 -0.56 -0.52
H -0.27336 -0.21097 2.15516 -0.50 -0.03 -0.12
H -0.53276 1.75931 0.53694 -0.33 -0.22 -0.17
H -0.43992 2.00543 -1.85342 -0.11 -0.27 -0.49
H 0.70356 1.00094 -3.93384 0.35 0.01 0.54
H 2.95655 -0.54265 -1.97741 0.26 0.07 0.25
H 2.91958 -0.79891 0.45492 -0.34 -0.04 0.43
C -2.65003 -2.03031 -1.24561 0.49 0.99 -0.41
C -2.29479 -1.08660 -0.07717 -0.98 -0.47 0.01
H -3.37698 -2.81908 -1.07740 0.04 -0.01 0.44
H -3.05491 -1.37874 -2.02634 -0.08 -0.37 -0.17
H -1.73529 -2.46935 -1.64083 -0.06 -0.14 -0.13
H -2.12567 -0.08455 -0.44225 0.21 0.16 -0.21
H -1.40205 -1.39274 0.45691 -0.06 -0.12 0.24
H -3.15878 -0.99333 0.59067 0.30 -0.14 0.22


Entry 2:
27
Properties=species:S:1:pos:R:3:forces:R:3 method="wB97M-V/def2-TZVPD" e_tot_ev=-12676.040 largest_force_ev_per_a=2.7 gap_ev=9.51 de_lowest_ev=1.6848 smiles=Cc1ccc(O)cc1.CCC homo_energy_ev=-8.7
C 1.55566 1.44726 -1.22054 1.57 -0.60 -0.80
C 0.94950 1.24240 0.13456 -0.52 0.24 -0.26
C -0.26719 0.56757 0.26510 1.11 0.48 0.43
C -0.68078 0.15967 1.52359 -0.76 0.14 0.09
C 0.02332 0.52269 2.65989 1.04 0.20 0.73
O -0.28339 0.02339 3.93547 -0.04 0.10 -1.42
C 1.16897 1.30382 2.53771 0.66 0.22 -0.05
C 1.63291 1.63986 1.28984 -0.58 0.40 -1.22
H 1.40457 2.33396 -1.84112 -0.49 0.25 0.59
H 1.39680 0.60366 -1.89976 -0.58 -0.05 0.18
H 2.64845 1.36581 -1.10798 -0.14 0.35 0.10
H -0.84689 0.38978 -0.62238 -0.15 -0.27 0.04
H -1.60007 -0.40996 1.60709 0.01 -0.02 0.17
H -0.44259 -0.88638 3.67659 -0.39 -0.51 0.85
H 1.86041 1.61835 3.31640 -0.80 -0.32 0.57
H 2.48262 2.31294 1.17036 0.08 -0.46 0.14
C -0.64314 -2.94046 -2.54723 0.98 0.52 -0.30
C -1.48397 -1.66535 -2.54240 0.29 0.39 -1.63
C -1.42946 -1.02243 -3.96935 -2.11 0.20 1.68
H 0.35064 -2.76472 -2.99793 -0.22 0.48 0.21
H -0.41099 -3.24977 -1.54071 -0.25 -0.61 0.32
H -0.98544 -3.74046 -3.19825 -0.71 -0.18 0.36
H -1.02749 -0.92550 -1.89347 -0.23 -0.28 0.43
H -2.54422 -1.82090 -2.29582 0.44 -0.13 0.28
H -2.23906 -0.27547 -4.05557 0.28 -0.04 0.16
H -1.77938 -1.81078 -4.62801 1.00 0.07 -0.84
H -0.51530 -0.45685 -4.06893 0.49 -0.57 -0.84


Entry 3:
27
Properties=species:S:1:pos:R:3:forces:R:3 method="wB97M-V/def2-TZVPD" e_tot_ev=-12673.822 largest_force_ev_per_a=5.5 gap_ev=9.87 de_lowest_ev=3.9028 smiles="CC(=O)C=C=C(C)C(C)(C)C" homo_energy_ev=-9.2
C -4.19990 -0.41311 -0.09074 0.08 -0.43 2.14
C -2.86095 0.10612 0.24897 0.38 0.08 -2.09
O -2.52094 0.31253 1.36795 0.55 0.50 2.16
C -1.97066 0.27345 -0.89417 0.99 -0.81 -4.02
C -0.65619 0.39996 -0.85418 0.14 0.29 1.37
C 0.56691 0.66499 -0.45604 -1.10 1.11 0.29
C 0.79403 2.23765 -0.31809 1.78 -2.44 2.95
C 1.49565 -0.42129 0.08769 -0.72 0.00 0.41
C 1.45939 -0.29597 1.64619 1.08 1.83 -0.66
C 1.06309 -1.74972 -0.45689 0.50 -1.85 1.50
C 2.86515 -0.19794 -0.33654 3.23 3.77 -2.48
H -4.34498 -0.81549 -1.06393 -0.26 -0.08 -0.60
H -4.26269 -1.13150 0.72167 -0.52 -0.92 -0.33
H -4.89289 0.30594 0.28588 -0.89 0.75 -0.49
H -2.35137 0.03765 -1.97465 0.18 0.59 2.13
H 1.81127 2.43637 0.25033 -1.94 -0.13 -1.70
H 0.66256 2.59407 -1.28791 0.39 1.26 -1.35
H 0.00832 2.59468 0.34803 0.03 0.14 -0.16
H 2.02081 -1.08181 2.17324 -0.53 -0.04 -0.33
H 2.06778 0.67483 1.87007 -1.41 -1.47 -0.06
H 0.40586 -0.18396 1.90983 0.28 -0.16 0.62
H 1.33873 -2.64160 0.19899 0.28 1.20 -0.82
H 0.01530 -1.81911 -0.45685 -1.56 -0.11 -0.37
H 1.47270 -1.85778 -1.44576 -0.08 -0.35 -0.43
H 3.62681 -0.78295 0.08482 0.73 -1.13 1.11
H 3.15940 0.86510 -0.14684 -0.10 -0.62 0.76
H 3.22684 -0.11111 -1.41109 -1.52 -0.98 0.47


Entry 4:
27
Properties=species:S:1:pos:R:3:forces:R:3 method="wB97M-V/def2-TZVPD" e_tot_ev=-12676.777 largest_force_ev_per_a=1.3 gap_ev=9.32 de_lowest_ev=0.9476 smiles=Cc1ccc(O)cc1.CCC homo_energy_ev=-8.4
C -2.33658 0.40521 1.36280 -0.02 -0.48 -0.70
C -1.86423 -0.00424 -0.01849 0.60 -0.05 0.59
C -1.55351 0.92661 -0.99682 -0.69 0.43 -1.01
C -1.08616 0.54076 -2.24715 0.43 -0.52 -0.03
C -0.84626 -0.80020 -2.51599 0.33 -0.04 0.40
O -0.13946 -1.09420 -3.64814 -0.26 -0.13 -0.64
C -1.14957 -1.75273 -1.55171 0.42 -0.03 0.23
C -1.58488 -1.33746 -0.30142 -0.35 -0.36 -0.15
H -3.13054 -0.26540 1.68604 -0.19 0.10 0.05
H -2.71495 1.41797 1.29816 -0.01 0.20 0.39
H -1.53978 0.30213 2.09840 0.10 0.30 0.01
H -1.78390 1.98894 -0.91909 0.13 -0.18 0.55
H -0.79975 1.24092 -3.01866 -0.13 0.24 0.08
H -0.26979 -2.00349 -3.95322 -0.05 0.23 0.37
H -0.91103 -2.80221 -1.70946 -0.05 0.13 -0.08
H -1.69561 -2.10035 0.46706 -0.19 0.17 -0.04
C 2.08381 1.65666 0.74985 -0.23 0.63 -0.10
C 2.16174 0.62118 1.86447 0.86 -0.05 0.82
C 2.11661 -0.80845 1.32802 0.10 0.30 0.18
H 2.32529 1.20257 -0.20963 -0.18 -0.10 -0.10
H 2.76583 2.51046 0.82957 0.10 -0.26 0.40
H 1.09908 2.12028 0.68948 -0.17 -0.23 -0.21
H 3.07844 0.78351 2.45052 0.18 -0.24 -0.41
H 1.43597 0.73498 2.67429 -0.53 0.22 -0.46
H 1.18568 -0.95923 0.77755 0.10 -0.14 -0.11
H 2.97686 -0.98980 0.67908 -0.18 0.00 -0.15
H 2.17670 -1.53442 2.13448 -0.11 -0.12 0.12


Entry 5:
27
Properties=species:S:1:pos:R:3:forces:R:3 method="wB97M-V/def2-TZVPD" e_tot_ev=-12676.716 largest_force_ev_per_a=1.3 gap_ev=9.28 de_lowest_ev=1.0092 smiles=Cc1ccc(O)cc1.CCC homo_energy_ev=-8.4
C -2.04659 -2.95710 -0.09792 -0.29 -0.29 0.13
C -0.75742 -2.37956 -0.59727 0.22 0.45 0.03
C -0.51231 -1.00436 -0.50234 -0.02 -0.91 -0.18
C 0.66178 -0.45134 -0.97677 -1.08 -0.69 0.00
C 1.59906 -1.25125 -1.61196 0.44 0.34 -0.07
O 2.63202 -0.59429 -2.22456 0.69 -0.23 0.08
C 1.44171 -2.62261 -1.62544 -0.52 -0.32 0.45
C 0.25843 -3.15944 -1.11714 -0.05 -0.02 -0.06
H -2.16218 -4.01612 -0.32347 0.14 -0.03 -0.27
H -2.92556 -2.44274 -0.49708 0.15 0.04 0.00
H -2.10401 -2.91003 0.98545 -0.02 0.22 0.25
H -1.28955 -0.39935 -0.07033 -0.04 0.42 0.15
H 0.73349 0.59694 -0.88435 0.64 0.97 -0.22
H 3.38391 -1.18883 -2.38908 -0.52 0.18 0.06
H 2.19932 -3.31916 -1.95401 0.18 0.21 -0.35
H 0.10273 -4.22301 -1.14729 0.11 -0.35 -0.05
C -1.24844 2.81907 1.96690 -0.17 0.19 -0.08
C -0.15368 2.42001 0.97554 0.29 0.90 0.13
C 1.04999 3.39689 1.05654 0.17 -0.44 -0.03
H -1.23708 3.89727 2.13990 0.11 0.00 0.01
H -1.12364 2.33614 2.93468 -0.10 -0.05 0.02
H -2.24365 2.62584 1.57076 -0.09 -0.38 0.15
H 0.20383 1.40961 1.17311 -0.21 -0.04 -0.14
H -0.56750 2.46791 -0.03557 0.07 -0.21 0.06
H 1.33820 3.77981 0.07951 0.03 -0.05 -0.08
H 0.83971 4.25725 1.68417 -0.16 0.11 0.07
H 1.92746 2.91247 1.48802 0.02 0.00 -0.05


Entry 6:
27
Properties=species:S:1:pos:R:3:forces:R:3 method="wB97M-V/def2-TZVPD" e_tot_ev=-12677.090 largest_force_ev_per_a=0.5 gap_ev=9.26 de_lowest_ev=0.6351 smiles=CCc1ccc(O)cc1.CC homo_energy_ev=-8.4
C 0.24938 0.82841 2.61993 0.14 0.01 -0.40
C -0.09173 0.58613 1.14512 0.16 0.15 0.04
C 0.28832 -0.79211 0.66277 -0.04 0.30 0.09
C 1.61444 -1.21516 0.67675 -0.03 -0.16 -0.10
C 1.96371 -2.47936 0.23553 -0.04 -0.08 -0.04
C 0.98257 -3.34666 -0.23598 0.30 -0.07 0.02
O 1.28461 -4.60229 -0.68619 0.34 -0.13 -0.04
C -0.33923 -2.94588 -0.25691 -0.03 0.27 0.12
C -0.67317 -1.67459 0.19518 -0.11 -0.29 -0.13
H 1.32938 0.72682 2.75747 -0.11 0.04 0.13
H -0.24400 0.10340 3.25769 -0.10 -0.10 0.15
H -0.04447 1.83344 2.92138 0.01 0.00 0.07
H -1.15205 0.74982 0.95838 -0.13 -0.05 0.09
H 0.42449 1.34685 0.55176 0.05 -0.06 -0.07
H 2.40050 -0.55848 1.02359 0.00 0.12 0.06
H 3.00117 -2.79941 0.25236 -0.03 0.02 -0.01
H 2.24582 -4.73901 -0.66060 -0.46 0.11 0.02
H -1.10431 -3.61065 -0.61964 -0.06 -0.19 -0.08
H -1.72082 -1.38792 0.16324 0.13 0.11 0.06
C -1.29959 3.45266 -1.25353 0.11 -0.26 -0.17
C -1.31175 2.54002 -2.47973 0.13 0.28 0.09
H -1.41522 2.87794 -0.33356 -0.10 0.06 -0.01
H -0.35106 3.98351 -1.18301 0.01 0.09 0.01
H -2.09980 4.18495 -1.31902 -0.06 0.10 0.12
H -1.17700 3.12363 -3.39175 0.01 -0.04 -0.01
H -2.25073 2.00580 -2.57013 -0.18 -0.13 0.01
H -0.50947 1.80812 -2.43111 0.07 -0.11 -0.01